# 1
C22H22N2O5S | ωB97M-V/def2-TZVPD

Results
**HOMO-LUMO gap**: 8.78 eV
**Structure (SMILES)**: COc1ccc(OC)c(N(CC(=O)Nc2ccccc2)S(=O)(=O)c2ccccc2)c1
**HOMO energy**: -8.24 eV
**Energy**: -1735.42592 Ha
**LUMO**: 0.540 eV
**Energy relative to the best compared isomer or geometry (same formula, charge and spin)**: 41.1 kcal per mole

Structure (XYZ):
```
52
C22H22N2O5S | OMol25 | ωB97M-V/def2-TZVPD
S -1.08365 1.58205 -0.05695
O -1.96404 0.69060 3.09243
O 3.45422 -0.13036 2.41473
O -2.09476 1.47693 -1.08079
O -1.23122 2.62627 0.91337
O -1.84401 -3.03199 -0.24096
N -2.03785 -1.25614 -1.67302
N -0.93331 0.06183 0.63948
C -0.09707 0.13254 1.77972
C 1.45260 2.59756 -0.26629
C 0.26429 0.67519 4.08633
C -2.50599 1.28524 4.24749
C 1.62738 0.47044 3.92281
C 0.52763 1.73327 -0.81875
C 4.38656 0.00557 3.46048
C -1.98059 -1.84799 -0.45777
C -1.88911 -1.82205 -2.94133
C -1.52785 -3.66145 -4.43858
C 2.13730 0.08902 2.69102
C 3.04622 1.88648 -1.91048
C 2.72109 2.67367 -0.81711
C -1.67592 -3.18150 -3.14962
C 1.25654 -0.07768 1.62133
C -0.61755 0.51370 3.02917
C -1.95081 -0.95992 -4.03628
C -1.80128 -1.45162 -5.31825
C 2.10808 1.02562 -2.45898
C -1.58845 -2.80525 -5.52494
C -2.09730 -0.81294 0.67155
C 0.83931 0.94390 -1.90897
H 4.40467 1.02733 3.85345
H -3.01023 -0.22386 0.54492
H -2.18467 -0.24603 -1.66337
H -1.85220 -0.77611 -6.15965
H 0.09835 0.27583 -2.31645
H -1.36441 -4.71772 -4.59360
H 4.18135 -0.69454 4.27644
H -2.04770 2.25834 4.44440
H -2.12228 0.09448 -3.86823
H -0.09492 0.97849 5.05674
H -1.47299 -3.18896 -6.52756
H 3.45431 3.34242 -0.39301
H -1.62989 -3.84741 -2.30442
H -2.39284 0.63798 5.12389
H 2.36393 0.41417 -3.31083
H 1.64855 -0.37455 0.66263
H 1.16038 3.19268 0.58402
H 4.03617 1.94330 -2.33778
H 5.35543 -0.22801 3.02218
H -2.13911 -1.33879 1.62571
H 2.27259 0.61801 4.77390
H -3.56496 1.42196 4.03577
```

# 2
C22H22N4O4S | ωB97M-V/def2-TZVPD

Results
**HOMO-LUMO gap**: 8.44 eV
**Structure (SMILES)**: COc1ccc(Cc2nnc(NC(=O)[C@H]3CC(=O)N(c4ccccc4)C3)s2)cc1OC
**HOMO energy**: -8.17 eV
**Energy**: -1769.71936 Ha
**LUMO**: 0.264 eV
**Energy relative to the best compared isomer or geometry (same formula, charge and spin)**: 58.5 kcal per mole

Structure (XYZ):
```
53
C22H22N4O4S | OMol25 | ωB97M-V/def2-TZVPD
S -1.90220 -1.16425 0.10333
O 3.65773 -2.27618 3.03861
O -1.76343 0.66612 -4.12868
O 2.94858 -4.59262 2.13570
O 1.61919 2.56306 -0.29634
N -2.06212 -3.05371 -1.61208
N -2.05048 -3.65233 -0.43158
N -0.23956 3.27838 -1.45597
N -1.98560 -1.01505 -2.68940
C 2.32389 -2.44427 2.84342
C -0.71346 6.88077 -2.08916
C 1.93543 -3.71104 2.34570
C -1.97873 -1.76541 -1.54720
C -0.79390 5.50691 -2.22613
C -1.70311 0.29903 -2.97876
C 0.16272 0.98116 -1.42019
C -1.29495 1.20302 -1.83586
C 0.63343 2.35824 -0.96327
C 0.59799 -3.96486 2.10259
C -0.14035 4.67218 -1.32115
C 0.01581 7.44293 -1.05639
C -1.81157 -3.26943 1.98993
C 2.63301 -5.86567 1.62947
C 0.01374 -1.76337 2.84427
C 0.59275 5.24137 -0.28178
C 1.35288 -1.48926 3.08823
C -1.29714 2.67932 -2.24847
C -1.97117 -2.86558 0.57291
C 4.11475 -1.02214 3.48322
C 0.66891 6.61578 -0.15852
C -0.37004 -2.99613 2.35610
H 5.19835 -1.11006 3.54117
H 1.24221 7.04236 0.65101
H 2.15883 -5.80301 0.64436
H -2.17146 -1.57813 -3.51598
H 0.28282 -4.91596 1.70413
H -2.04684 -4.32996 2.07659
H 1.98011 -6.42044 2.31172
H -2.48277 -2.68936 2.62523
H 1.62399 -0.51665 3.46494
H -1.35689 5.09337 -3.04767
H -2.25269 3.16490 -2.03880
H -0.72486 -0.99919 3.03707
H -1.08503 2.75570 -3.32225
H 1.10838 4.60658 0.41833
H 0.30056 0.24883 -0.62685
H 3.71901 -0.77748 4.47469
H 3.85325 -0.22493 2.77990
H 0.07609 8.51581 -0.95401
H -1.95971 1.05220 -0.98180
H -1.22456 7.51387 -2.79946
H 3.58393 -6.38795 1.53815
H 0.77670 0.68331 -2.27402
```

# 3
C22H22N4O4S | ωB97M-V/def2-TZVPD

Results
**HOMO-LUMO gap**: 7.46 eV
**Structure (SMILES)**: O=[N+]([O-])c1cc(S(=O)(=O)Nc2ccccc2)ccc1N1CCN(c2ccccc2)CC1
**HOMO energy**: -8.03 eV
**Energy**: -1769.59682 Ha
**LUMO**: -0.573 eV
**Energy relative to the best compared isomer or geometry (same formula, charge and spin)**: 135.4 kcal per mole

Structure (XYZ):
```
53
C22H22N4O4S | OMol25 | ωB97M-V/def2-TZVPD
S -2.51451 2.35476 -0.56264
O -1.56164 -2.48820 -2.04392
O -2.03296 3.65167 -0.19646
O -0.25101 -3.35340 -0.58026
O -3.16320 2.17446 -1.82007
N 4.20994 -1.09579 0.04616
N -3.55315 1.90207 0.68207
N 1.69313 -1.75597 0.33833
N -0.74221 -2.39479 -1.15166
C 4.63184 1.01377 -1.05151
C 3.64628 -1.75226 -1.11329
C -1.21270 1.14616 -0.37098
C 0.70408 -0.84059 0.17040
C 0.73404 0.41461 0.81824
C -3.72006 -0.09460 2.05413
C -4.02503 -1.43873 2.17362
C -4.35827 -0.16301 -0.26415
C 4.15823 1.00506 1.29208
C 3.96710 -1.86939 1.23625
C -0.39632 -1.08336 -0.69480
C 4.75663 2.38775 -1.01849
C 4.30534 0.28888 0.10021
C -0.20579 1.37991 0.55950
C -4.64714 -1.50921 -0.13799
C 2.45526 -1.90656 1.55862
C 2.30095 -2.45328 -0.76796
C 4.29607 2.38050 1.31798
C -3.88084 0.54967 0.83169
C -4.47812 -2.15255 1.07749
C 4.58111 3.08625 0.16392
C -1.31185 -0.07300 -0.99022
H 2.17578 -1.13259 2.27029
H 4.32924 -2.88293 1.03834
H 2.45151 -3.49883 -0.48732
H 4.81655 0.49822 -1.98136
H 3.94082 0.49928 2.22030
H -3.35982 0.46230 2.90817
H -4.70160 -3.20404 1.17088
H 5.00513 2.91681 -1.92662
H -0.15871 2.34725 1.03464
H -5.00392 -2.05914 -0.99512
H 2.19649 -2.87826 1.99951
H 4.17122 2.90382 2.25509
H 3.46417 -1.01348 -1.89239
H 1.54694 0.64859 1.48557
H -3.30309 2.37427 1.53812
H -3.89824 -1.93082 3.12660
H -2.11119 -0.27146 -1.68605
H 4.35165 -2.49934 -1.49734
H 1.67160 -2.42953 -1.65302
H -4.49166 0.35288 -1.20112
H 4.67752 4.16029 0.18687
H 4.54123 -1.47364 2.07278
```

# 4
C22H22N6O2S2 | ωB97M-V/def2-TZVPD

Results
**HOMO-LUMO gap**: 9.16 eV
**Structure (SMILES)**: CCc1nnc(NC(=O)CSc2nnc(COc3ccccc3)n2-c2ccc(C)cc2)s1
**HOMO energy**: -8.84 eV
**Energy**: -2126.93594 Ha
**LUMO**: 0.325 eV
**Energy relative to the best compared isomer or geometry (same formula, charge and spin)**: 24.5 kcal per mole

Structure (XYZ):
```
54
C22H22N6O2S2 | OMol25 | ωB97M-V/def2-TZVPD
S -1.30365 -0.72290 -1.37944
S 2.71768 -2.48995 1.58461
O -0.91033 2.13507 0.41843
O 3.53354 -1.60865 -1.52742
N -1.66632 -3.07984 -0.47335
N -0.35905 -2.99489 -0.66150
N -0.53832 -0.56225 2.23090
N 1.41664 -0.05970 1.38265
N 1.30744 -1.48627 -1.42480
N 0.19109 -1.67788 2.22454
C 0.02494 -1.85649 -1.12493
C 2.46159 0.62620 0.73154
C 1.35911 -1.39253 1.72489
C -3.79777 -1.88132 -0.67420
C -3.00532 1.22509 1.29480
C -4.44347 -3.11307 -0.05241
C -2.33038 -2.03307 -0.77790
C -5.01203 1.66744 0.03412
C 2.51188 -2.06883 -1.07815
C -2.89798 2.47182 -0.76256
C 5.64466 2.50749 -1.41730
C -0.23174 1.83918 1.62104
C 2.45013 -3.19647 -0.08956
C 0.18188 0.40953 1.73281
C 4.78584 1.13298 0.49476
C 4.52615 1.88025 -0.64784
C 2.17825 1.38892 -0.39611
C -4.37752 1.10974 1.12970
C -4.26250 2.33950 -0.91866
C -2.26364 1.92423 0.35168
C 3.76732 0.51065 1.18902
C 3.20953 2.00979 -1.07315
H -4.74450 2.76960 -1.78381
H -4.94997 0.57265 1.87201
H -5.51758 -2.96734 0.02719
H 3.97956 -0.06699 2.07495
H 5.29521 3.36266 -1.99057
H -2.52736 0.74202 2.13235
H 2.98676 2.59459 -1.95358
H 6.44382 2.82606 -0.75222
H -2.29995 2.99966 -1.48880
H 6.05811 1.77742 -2.11337
H 3.29853 -3.86306 -0.23200
H -4.01267 -0.99268 -0.07366
H -4.20258 -1.69899 -1.67509
H 1.40815 -0.66333 -2.00904
H 1.15784 1.49091 -0.73792
H 1.50093 -3.72808 -0.10070
H -0.84752 2.10009 2.48899
H -6.08085 1.57188 -0.08249
H -4.24732 -3.99161 -0.66032
H 5.80164 1.02962 0.84495
H -4.03245 -3.28776 0.93741
H 0.66451 2.46889 1.60947
```

# 5
C22H22N6O3Y | ωB97M-V/def2-TZVPD

Results
**HOMO-LUMO gap (alpha / beta)**: 3.92 / 3.91 eV
**Net charge**: +1
**HOMO energy (alpha / beta)**: -8.18 / -8.17 eV
**Energy**: -1443.74844 Ha
**LUMO (alpha / beta)**: -4.259 / -4.260 eV
**Energy relative to the best compared isomer or geometry (same formula, charge and spin)**: 0.0 kcal per mole

Structure (XYZ):
```
54
C22H22N6O3Y | OMol25 | ωB97M-V/def2-TZVPD
Y 1.81898 -0.41852 0.47314
O 3.38263 -2.14028 0.23274
O 4.88435 -0.27237 0.96064
O 1.21798 -2.18974 -0.80427
N -0.97530 -2.28602 4.37759
N 1.25227 2.69179 -3.57291
N 1.65250 0.97038 -1.37434
N -0.33509 0.38216 0.37640
N -7.03188 2.86742 0.08059
N 0.63803 -1.31859 2.27678
C 4.08050 -1.25906 0.57461
C -1.97228 1.71054 -0.69558
C -4.35499 1.87456 0.19801
C -0.66963 1.21839 -0.62589
C -2.94672 1.35220 0.25991
C 0.42488 1.54225 -1.58989
C 0.26369 2.38888 -2.68797
C -6.62516 2.03029 1.04927
C 2.44328 2.10872 -3.32461
C 0.32173 -2.63413 4.24986
C -6.10496 3.20998 -0.82961
C 1.67802 -3.31206 -2.87921
C 2.63899 1.26636 -2.24869
C -2.51911 0.47321 1.27787
C 1.11112 -2.16044 3.22166
C -5.33337 1.52246 1.14565
C -4.79145 2.75141 -0.81175
C -1.44404 -1.43776 3.42194
C 1.91708 -2.07744 -2.03538
C 6.21891 -0.74931 1.02582
C -0.67652 -0.93814 2.36790
C -1.21022 -0.00562 1.32600
H -5.13572 0.85620 1.97577
H 1.55517 -1.18421 -2.55291
H 2.02736 -4.21011 -2.35935
H -7.38521 1.76204 1.77828
H -0.67747 2.87316 -2.91665
H -2.22897 2.38033 -1.50389
H 1.58627 -2.97767 -0.32529
H 2.19818 -3.23550 -3.83809
H -3.21324 0.15690 2.04321
H 0.71334 -3.30911 5.00171
H 6.86174 0.07671 1.34459
H 3.59792 0.80077 -2.05428
H 0.60802 -3.44872 -3.06700
H -4.14405 3.10416 -1.60457
H 2.98256 -1.94578 -1.82398
H 2.36288 1.18443 1.62918
H 2.15259 -2.44331 3.12371
H 6.56383 -1.08945 0.04256
H -6.44819 3.88739 -1.60687
H 3.24323 2.33797 -4.01884
H -2.48733 -1.18043 3.55599
H 6.31286 -1.55731 1.76046
```

# 6
C22H22N7OPtS2 | ωB97M-V/def2-TZVPD

Results
**HOMO-LUMO gap**: 6.28 eV
**Net charge**: +1
**HOMO energy**: -9.24 eV
**Energy**: -2225.67224 Ha
**LUMO**: -2.964 eV
**Energy relative to the best compared isomer or geometry (same formula, charge and spin)**: 0.0 kcal per mole

Structure (XYZ):
```
55
C22H22N7OPtS2 | OMol25 | ωB97M-V/def2-TZVPD
Pt -0.95253 -0.58470 -0.01913
S 0.91060 0.81109 1.63830
S -2.60942 -1.01370 1.53167
O 0.29861 -0.44955 -1.64029
N 0.03859 -2.39240 0.52090
N -2.52785 -2.21763 3.89375
N -0.72664 -2.65645 2.76056
N -1.87131 1.10596 -0.66564
N 0.87312 3.12016 0.21205
N -2.67461 2.55542 -2.07255
N 2.46709 1.80436 -0.38103
C -1.89654 -1.95787 2.73332
C 2.56708 2.94792 -1.15495
C -3.55274 2.52161 -1.01640
C 1.42175 1.90775 0.47060
C 0.37012 0.46187 -2.57494
C 1.54930 -3.18905 2.19245
C -0.52188 1.53992 -2.72941
C 0.73964 2.36735 -4.63289
C -0.66691 -3.37303 3.96344
C -0.30714 2.47922 -3.75090
C -3.82288 -1.66498 4.25393
C 3.32608 0.64308 -0.46626
C 0.30947 -2.71729 1.79305
C 1.43128 0.35819 -3.50254
C 2.50479 -3.45490 1.23076
C -1.65595 1.69964 -1.83673
C 2.18652 -3.26441 -0.10085
C -3.04858 1.61814 -0.14814
C -1.78097 -3.09574 4.65216
C 0.96038 -2.71402 -0.40614
C 1.57061 3.77394 -0.78610
C 1.60817 1.27857 -4.50504
H 3.91962 0.71888 -1.37360
H 2.70504 -0.24929 -0.50122
H 3.98078 0.58920 0.40377
H -0.96959 3.33141 -3.84661
H 2.88091 -3.50452 -0.89202
H 2.10002 -0.48605 -3.39509
H -4.57411 -1.96798 3.52607
H 0.68623 -2.47870 -1.42099
H -4.44436 3.11886 -0.98392
H 3.32694 3.06364 -1.90494
H 0.88659 3.10544 -5.40726
H -2.11636 -3.45385 5.60785
H -2.76870 3.12319 -2.89613
H 0.12894 -4.05138 4.19324
H 3.47817 -3.82155 1.52473
H -4.09303 -2.03842 5.23734
H 1.76838 -3.34707 3.23513
H 1.29786 4.74827 -1.14516
H -3.76648 -0.57771 4.27398
H -3.43181 1.31787 0.80853
H 2.43001 1.16057 -5.19965
H 0.05771 3.45072 0.69895
```

> The highest energy relative to the best compared isomer or geometry (same formula, charge and spin) belongs to which entry?

number 3

Copy entry 3 word for word.
C22H22N4O4S | ωB97M-V/def2-TZVPD

Results
**HOMO-LUMO gap**: 7.46 eV
**Structure (SMILES)**: O=[N+]([O-])c1cc(S(=O)(=O)Nc2ccccc2)ccc1N1CCN(c2ccccc2)CC1
**HOMO energy**: -8.03 eV
**Energy**: -1769.59682 Ha
**LUMO**: -0.573 eV
**Energy relative to the best compared isomer or geometry (same formula, charge and spin)**: 135.4 kcal per mole

Structure (XYZ):
```
53
C22H22N4O4S | OMol25 | ωB97M-V/def2-TZVPD
S -2.51451 2.35476 -0.56264
O -1.56164 -2.48820 -2.04392
O -2.03296 3.65167 -0.19646
O -0.25101 -3.35340 -0.58026
O -3.16320 2.17446 -1.82007
N 4.20994 -1.09579 0.04616
N -3.55315 1.90207 0.68207
N 1.69313 -1.75597 0.33833
N -0.74221 -2.39479 -1.15166
C 4.63184 1.01377 -1.05151
C 3.64628 -1.75226 -1.11329
C -1.21270 1.14616 -0.37098
C 0.70408 -0.84059 0.17040
C 0.73404 0.41461 0.81824
C -3.72006 -0.09460 2.05413
C -4.02503 -1.43873 2.17362
C -4.35827 -0.16301 -0.26415
C 4.15823 1.00506 1.29208
C 3.96710 -1.86939 1.23625
C -0.39632 -1.08336 -0.69480
C 4.75663 2.38775 -1.01849
C 4.30534 0.28888 0.10021
C -0.20579 1.37991 0.55950
C -4.64714 -1.50921 -0.13799
C 2.45526 -1.90656 1.55862
C 2.30095 -2.45328 -0.76796
C 4.29607 2.38050 1.31798
C -3.88084 0.54967 0.83169
C -4.47812 -2.15255 1.07749
C 4.58111 3.08625 0.16392
C -1.31185 -0.07300 -0.99022
H 2.17578 -1.13259 2.27029
H 4.32924 -2.88293 1.03834
H 2.45151 -3.49883 -0.48732
H 4.81655 0.49822 -1.98136
H 3.94082 0.49928 2.22030
H -3.35982 0.46230 2.90817
H -4.70160 -3.20404 1.17088
H 5.00513 2.91681 -1.92662
H -0.15871 2.34725 1.03464
H -5.00392 -2.05914 -0.99512
H 2.19649 -2.87826 1.99951
H 4.17122 2.90382 2.25509
H 3.46417 -1.01348 -1.89239
H 1.54694 0.64859 1.48557
H -3.30309 2.37427 1.53812
H -3.89824 -1.93082 3.12660
H -2.11119 -0.27146 -1.68605
H 4.35165 -2.49934 -1.49734
H 1.67160 -2.42953 -1.65302
H -4.49166 0.35288 -1.20112
H 4.67752 4.16029 0.18687
H 4.54123 -1.47364 2.07278
```

> Which value of energy relative to the best compared isomer or geometry (same formula, charge and spin) does entry 2 give?

58.5 kcal per mole